(1)
This record from the Open Molecules 2025 dataset describes one molecule with the formula C32H46N4O6. The level of theory is ωB97M-V/def2-TZVPD.

ORCA input file:
```
! wB97M-V def2-TZVPD RIJCOSX def2/J DEFGRID3
* xyz 0 1
C 3.842 -5.840 -0.285
C 3.427 -4.652 0.581
C 4.187 -4.686 1.905
C 3.671 -3.348 -0.188
C 3.310 -2.094 0.598
N 1.906 -2.087 0.975
C 1.474 -1.378 2.042
O 2.211 -1.026 2.940
C -0.029 -1.060 2.034
N -0.446 -0.731 0.685
C 0.217 0.210 -0.013
O 1.076 0.919 0.472
C -0.143 0.215 -1.506
C 0.285 1.518 -2.185
C -0.657 2.631 -1.820
C -1.824 2.834 -2.549
C -2.711 3.830 -2.202
C -2.455 4.653 -1.105
O -3.397 5.607 -0.850
C -3.190 6.495 0.225
C -3.238 5.848 1.589
C -3.934 4.664 1.788
C -3.977 4.082 3.043
C -3.334 4.683 4.111
C -2.646 5.869 3.920
C -2.594 6.447 2.665
C -1.293 4.454 -0.368
C -0.410 3.451 -0.730
N 0.526 -0.919 -2.122
C -0.014 -2.155 -2.095
O -1.082 -2.410 -1.566
O 0.788 -3.029 -2.713
C 0.333 -4.370 -3.020
C -0.921 -4.312 -3.892
C 1.498 -4.980 -3.800
C 0.068 -5.159 -1.737
C -0.876 -2.185 2.649
C -2.335 -1.743 2.756
C -0.766 -3.497 1.875
C 3.500 -0.811 -0.230
N 3.828 0.258 0.513
O 3.325 -0.773 -1.433
H 3.320 -5.832 -1.239
H 4.911 -5.806 -0.481
H 3.616 -6.777 0.219
H 2.356 -4.734 0.800
H 3.799 -3.948 2.603
H 4.086 -5.666 2.366
H 5.245 -4.493 1.742
H 4.726 -3.280 -0.461
H 3.093 -3.348 -1.116
H 3.892 -2.020 1.520
H 1.258 -2.269 0.221
H -0.135 -0.160 2.656
H -1.069 -1.358 0.189
H -1.222 0.057 -1.620
H 1.298 1.754 -1.858
H 0.285 1.363 -3.265
H -2.038 2.206 -3.403
H -3.615 3.995 -2.767
H -2.243 7.039 0.098
H -4.010 7.217 0.138
H -4.437 4.198 0.954
H -4.516 3.157 3.185
H -3.368 4.229 5.090
H -2.143 6.343 4.750
H -2.051 7.370 2.516
H -1.069 5.062 0.494
H 0.482 3.295 -0.142
H 1.512 -0.826 -2.343
H -1.201 -5.317 -4.196
H -1.745 -3.869 -3.340
H -0.730 -3.714 -4.780
H 2.404 -4.956 -3.201
H 1.676 -4.409 -4.707
H 1.272 -6.009 -4.064
H -0.146 -6.194 -1.985
H -0.784 -4.742 -1.209
H 0.939 -5.126 -1.088
H -0.485 -2.345 3.660
H -2.917 -2.500 3.277
H -2.415 -0.809 3.306
H -2.769 -1.600 1.769
H -1.395 -4.250 2.344
H 0.258 -3.863 1.878
H -1.098 -3.380 0.846
H 3.709 0.222 1.513
H 3.746 1.169 0.085
*
```

Computed properties:
SMILES = CC(C)C[C@H](NC(=O)[C@@H](NC(=O)[C@@H](Cc1ccc(OCc2ccccc2)cc1)NC(=O)OC(C)(C)C)C(C)C)C(N)=O
HOMO level = -0.3057 hartree
Kohn-Sham gap = 9.01 eV

These are the Löwdin partial charges, in e, on atoms 1 to 2: atom 1 (C): -0.074, atom 2 (C): -0.431

(2)
This record from the Open Molecules 2025 dataset describes C32H47BBaN9OS as an isolated structure at a distorted geometry. The level of theory is ωB97M-V/def2-TZVPD.

ORCA input file:
```
! wB97M-V def2-TZVPD RIJCOSX def2/J DEFGRID3
* xyz -1 1
Ba 11.611 12.843 9.534
N 12.139 16.031 14.097
C 11.973 15.446 12.893
S 11.437 13.808 12.839
N 12.244 16.250 11.870
N 12.236 15.620 10.631
C 11.667 16.302 9.658
C 10.321 16.771 9.631
C 9.755 18.067 9.739
C 8.475 18.313 10.253
C 7.597 17.241 10.462
C 7.985 15.947 10.124
C 9.303 15.642 9.641
O 9.680 14.486 9.221
H 12.106 15.390 14.895
H 12.656 16.885 14.184
H 12.346 16.541 8.798
H 10.311 19.004 9.497
H 8.218 19.308 10.605
H 6.621 17.452 10.984
H 7.235 15.142 10.172
C 13.731 11.193 14.406
C 14.332 11.635 13.140
C 15.343 12.553 12.903
C 15.291 12.844 11.524
N 14.329 12.145 10.931
N 13.745 11.393 11.914
B 12.909 10.136 11.460
N 13.151 9.650 10.020
N 12.629 10.292 8.913
C 12.899 9.579 7.823
C 13.560 8.364 8.211
C 13.671 8.446 9.614
C 14.340 7.488 10.494
C 12.529 10.085 6.462
C 11.818 11.417 6.522
C 13.828 10.202 5.682
C 11.711 8.966 5.791
N 11.370 10.266 11.840
N 10.415 10.908 11.013
C 9.213 10.669 11.475
C 9.310 9.800 12.601
C 10.695 9.555 12.785
C 11.361 8.753 13.806
C 7.956 11.303 10.981
C 8.002 11.657 9.505
C 7.550 12.468 11.855
C 6.942 10.144 11.168
C 16.276 13.666 10.773
C 17.626 13.470 11.440
C 15.759 15.158 10.883
C 16.309 13.303 9.264
H 14.451 11.465 15.233
H 13.619 10.101 14.349
H 12.720 11.653 14.568
H 16.070 12.917 13.639
H 13.254 9.253 12.113
H 13.728 7.492 7.582
H 14.849 6.679 9.933
H 13.642 7.076 11.260
H 15.186 8.029 10.998
H 12.543 12.205 6.683
H 10.985 11.377 7.225
H 11.326 11.566 5.566
H 14.541 10.919 6.158
H 13.615 10.603 4.688
H 14.352 9.248 5.550
H 10.752 8.742 6.320
H 12.328 8.021 5.797
H 11.495 9.222 4.716
H 8.446 9.268 13.059
H 10.524 8.191 14.322
H 11.938 9.388 14.536
H 12.058 8.024 13.418
H 8.524 12.610 9.331
H 7.016 11.716 9.075
H 8.494 10.862 8.935
H 8.137 13.387 11.711
H 7.732 12.160 12.869
H 6.512 12.728 11.779
H 7.302 9.150 10.890
H 6.064 10.251 10.499
H 6.566 10.144 12.192
H 17.642 13.922 12.463
H 18.422 13.885 10.782
H 17.919 12.438 11.544
H 15.408 15.363 11.880
H 14.939 15.370 10.184
H 16.597 15.821 10.593
H 16.571 12.267 9.120
H 17.071 13.992 8.833
H 15.308 13.408 8.735
*
```

Computed properties:
HOMO level (alpha / beta) = -0.1319 / -0.1319 hartree
Kohn-Sham gap (alpha / beta) = 5.64 / 5.79 eV

These are the Löwdin partial charges, in e, on atoms 1 to 2: atom 1 (Ba): 1.728, atom 2 (N): 0.019

(3)
This record from the Open Molecules 2025 dataset describes C32H47ClPPdSi4 as an isolated structure at a distorted geometry. The level of theory is ωB97M-V/def2-TZVPD.

ORCA input file:
```
! wB97M-V def2-TZVPD RIJCOSX def2/J DEFGRID3
* xyz 1 5
C -0.476 -2.913 1.787
C -0.410 -3.157 0.384
C 0.962 -3.151 0.002
H -1.260 -3.293 -0.275
C 1.760 -2.931 1.166
C 0.881 -2.790 2.280
H 1.201 -2.579 3.309
H -1.410 -2.815 2.347
H 1.339 -3.259 -1.007
H 2.850 -2.878 1.206
Pd 0.467 -1.336 0.864
Cl 2.006 0.060 -0.827
P 0.663 -0.794 -2.961
C 1.735 -1.884 -3.990
C 1.308 -2.589 -5.131
H 0.264 -2.561 -5.448
C 2.229 -3.327 -5.878
H 1.894 -3.857 -6.776
C 3.567 -3.379 -5.481
H 4.286 -3.947 -6.069
C 3.994 -2.704 -4.331
H 5.041 -2.736 -4.023
C 3.076 -1.977 -3.577
H 3.371 -1.463 -2.664
C -0.992 -1.223 -3.675
C -1.618 -2.377 -3.160
H -1.113 -2.953 -2.385
C -2.861 -2.776 -3.642
H -3.342 -3.665 -3.227
C -3.480 -2.041 -4.662
H -4.446 -2.364 -5.047
C -2.866 -0.903 -5.186
H -3.341 -0.332 -5.991
C -1.631 -0.481 -4.683
H -1.167 0.420 -5.085
C 0.961 0.828 -3.766
C 1.670 1.015 -4.962
H 2.113 0.165 -5.482
C 1.800 2.300 -5.495
H 2.331 2.434 -6.444
C 1.253 3.394 -4.825
H 1.349 4.393 -5.246
C 0.575 3.221 -3.610
H 0.143 4.073 -3.082
C 0.446 1.943 -3.075
H -0.027 1.786 -2.107
C 2.668 0.548 4.165
Si 1.562 1.905 3.478
C 0.965 3.211 4.708
C 2.467 2.760 2.078
Si -0.314 0.687 2.822
Si -1.429 -0.339 4.704
C -1.451 0.876 6.159
C -3.186 -0.793 4.180
C -0.687 -1.933 5.394
Si -1.796 2.228 1.866
C -2.712 3.092 3.272
C -0.817 3.499 0.879
C -2.919 1.280 0.688
H 3.578 0.987 4.599
H 2.985 -0.124 3.353
H 2.167 -0.057 4.934
H 1.832 3.752 5.113
H 0.329 3.958 4.210
H 0.402 2.790 5.551
H 2.961 2.033 1.421
H 1.811 3.391 1.470
H 3.248 3.404 2.522
H -1.937 1.829 5.912
H -2.013 0.418 6.988
H -0.433 1.074 6.526
H -3.183 -1.599 3.434
H -3.728 -1.162 5.064
H -3.743 0.060 3.771
H -0.765 -2.778 4.700
H 0.363 -1.807 5.689
H -1.252 -2.208 6.298
H -2.021 3.576 3.974
H -3.358 3.874 2.846
H -3.347 2.400 3.839
H -0.108 3.009 0.198
H -1.519 4.096 0.277
H -0.267 4.187 1.532
H -2.323 0.796 -0.100
H -3.500 0.508 1.210
H -3.624 1.975 0.205
*
```

Computed properties:
HOMO level (alpha / beta) = -0.3431 / -0.3972 hartree
Kohn-Sham gap (alpha / beta) = 7.52 / 5.66 eV

These are the Löwdin partial charges, in e, on atoms 1 to 2: atom 1 (C): -0.197, atom 2 (C): -0.169

(4)
This record from the Open Molecules 2025 dataset describes a 8-piece molecular cluster, C32H47F3O23 overall at a distorted geometry. The level of theory is ωB97M-V/def2-TZVPD.

ORCA input file:
```
! wB97M-V def2-TZVPD RIJCOSX def2/J DEFGRID3
* xyz 0 1
C -1.787 3.649 -3.245
C -2.147 4.260 -1.889
O -2.182 5.694 -2.070
C -3.311 6.248 -2.450
O -4.409 5.768 -2.418
C -3.193 7.752 -2.809
F -3.596 8.456 -1.750
F -1.938 8.116 -3.070
F -3.946 8.040 -3.846
H -0.794 3.816 -3.654
H -2.530 3.887 -4.007
H -1.844 2.561 -3.126
H -1.347 4.106 -1.170
H -3.113 3.917 -1.521
C -0.103 -1.718 -0.547
C -0.601 -0.436 -1.214
C -0.471 0.753 -0.253
O 0.142 1.749 -1.064
C 0.647 1.182 -2.202
O 1.175 1.802 -3.067
O 0.304 -0.102 -2.258
H 0.970 -1.666 -0.369
H -0.270 -2.587 -1.191
H -0.653 -1.943 0.368
H -1.632 -0.494 -1.562
H 0.116 0.413 0.598
H -1.462 1.082 0.049
C -4.024 -2.021 0.759
C -3.677 -1.291 2.025
C -3.171 -2.211 3.149
O -2.010 -1.556 3.652
C -1.735 -0.472 2.883
O -0.852 0.295 3.093
O -2.570 -0.421 1.840
H -4.934 -2.621 0.829
H -3.196 -2.653 0.427
H -4.249 -1.390 -0.103
H -4.519 -0.732 2.440
H -2.940 -3.225 2.819
H -3.917 -2.268 3.942
C 0.609 4.097 2.212
C 2.027 3.560 2.043
C 2.512 2.843 3.316
O 2.904 1.556 2.874
C 2.544 1.392 1.590
O 2.568 0.340 1.029
O 2.149 2.556 1.058
H -0.062 3.268 2.448
H 0.277 4.649 1.334
H 0.558 4.785 3.059
H 2.720 4.360 1.773
H 1.678 2.725 4.015
H 3.287 3.401 3.840
C 3.212 -4.392 -1.017
C 4.440 -5.045 -0.427
C 5.278 -5.899 -1.354
O 6.590 -5.395 -1.202
C 6.618 -4.396 -0.307
O 7.603 -3.881 0.099
O 5.357 -4.096 0.106
H 2.461 -5.130 -1.292
H 3.478 -3.749 -1.860
H 2.755 -3.695 -0.311
H 4.120 -5.678 0.410
H 4.867 -5.894 -2.367
H 5.242 -6.948 -1.056
C 0.292 -6.325 1.645
C -0.646 -6.537 0.472
C -1.779 -5.520 0.438
O -1.874 -5.146 -0.932
C -0.689 -5.352 -1.509
O -0.293 -5.012 -2.570
O 0.107 -6.162 -0.711
H 0.697 -5.320 1.677
H 1.143 -7.007 1.566
H -0.238 -6.707 2.525
H -1.050 -7.537 0.315
H -1.616 -4.706 1.144
H -2.660 -6.072 0.772
C -6.706 4.593 0.344
C -5.283 4.081 0.365
C -4.740 3.562 1.705
O -4.154 2.318 1.368
C -4.328 2.048 0.070
O -3.958 1.075 -0.498
O -5.132 2.960 -0.516
H -6.985 5.107 -0.571
H -6.908 5.207 1.223
H -7.378 3.733 0.432
H -4.603 4.854 -0.006
H -5.590 3.452 2.384
H -4.038 4.263 2.149
C 4.424 -0.979 -1.467
C 5.014 0.307 -0.907
C 6.017 0.079 0.215
O 7.111 0.942 -0.113
C 6.998 1.334 -1.397
O 7.813 1.968 -1.987
O 5.831 0.921 -1.908
H 5.301 -1.593 -1.695
H 3.822 -0.853 -2.363
H 3.846 -1.479 -0.691
H 4.223 0.973 -0.564
H 6.284 -0.970 0.373
H 5.699 0.422 1.202
*
```

Computed properties:
SMILES = CCOC(=O)C(F)(F)F.C[C@H]1COC(=O)O1.C[C@H]1COC(=O)O1.C[C@H]1COC(=O)O1.C[C@H]1COC(=O)O1.C[C@H]1COC(=O)O1.C[C@H]1COC(=O)O1.C[C@H]1COC(=O)O1
HOMO level = -0.3761 hartree
Kohn-Sham gap = 10.26 eV

These are the Löwdin partial charges, in e, on atoms 1 to 2: atom 1 (C): -0.031, atom 2 (C): -0.150

(5)
This record from the Open Molecules 2025 dataset describes C32H47N7O5Sn as an isolated structure. The level of theory is ωB97M-V/def2-TZVPD.

ORCA input file:
```
! wB97M-V def2-TZVPD RIJCOSX def2/J DEFGRID3
* xyz 2 1
Sn 0.454 0.696 0.431
C -1.369 4.450 0.753
C -1.862 3.062 1.144
C -3.074 3.141 2.052
O -0.768 2.432 1.859
C -2.163 2.282 -0.146
O -3.229 2.413 -0.704
O -1.193 1.540 -0.628
H -1.207 5.062 1.639
H -2.109 4.931 0.115
H -0.430 4.382 0.201
H -2.849 3.735 2.936
H -3.396 2.143 2.361
H -3.899 3.600 1.512
H -1.126 1.958 2.622
C -8.065 1.528 -2.477
O -7.972 0.338 -3.294
C -7.358 -0.726 -2.868
C -6.756 -0.823 -1.579
C -6.093 -1.957 -1.242
C -5.987 -3.031 -2.176
C -6.683 -2.956 -3.422
C -7.337 -1.821 -3.770
N -5.238 -4.118 -2.009
N -4.559 -4.283 -0.963
C -3.516 -3.774 -0.436
C -3.258 -4.066 0.974
C -2.373 -3.352 1.673
C -1.583 -2.282 1.040
O -0.923 -1.499 1.689
C -1.676 -2.151 -0.452
N -0.844 -1.283 -1.016
C -0.895 -1.111 -2.330
C -1.747 -1.848 -3.147
C -2.605 -2.760 -2.569
C -2.593 -2.903 -1.182
H -8.609 2.239 -3.086
H -7.065 1.900 -2.258
H -8.622 1.305 -1.568
H -6.842 -0.008 -0.878
H -5.660 -2.054 -0.255
H -6.634 -3.811 -4.083
H -7.847 -1.712 -4.716
H -3.888 -4.814 1.436
H -2.249 -3.478 2.740
H -0.230 -0.359 -2.738
H -1.729 -1.702 -4.217
H -3.256 -3.365 -3.186
C 4.809 -0.614 5.785
C 5.158 0.044 4.459
N 4.080 0.874 3.921
C 3.919 2.204 4.504
C 2.711 2.331 5.424
C 3.243 0.455 2.946
C 3.397 -0.956 2.442
N 2.316 1.171 2.393
H 5.623 -1.259 6.114
H 3.907 -1.220 5.697
H 4.642 0.129 6.564
H 5.438 -0.702 3.720
H 6.030 0.690 4.579
H 3.881 2.947 3.701
H 4.831 2.414 5.062
H 1.779 2.109 4.904
H 2.644 3.346 5.815
H 2.795 1.649 6.268
H 3.466 -1.678 3.254
H 4.296 -1.049 1.830
H 2.536 -1.203 1.826
H 2.286 2.118 2.763
C 6.069 -1.156 -3.153
C 4.726 -0.802 -3.773
N 3.964 0.174 -2.991
C 4.365 1.576 -3.115
C 5.135 2.106 -1.911
C 2.976 -0.174 -2.146
C 2.666 -1.637 -1.972
N 2.261 0.660 -1.453
H 6.576 -1.907 -3.758
H 5.946 -1.556 -2.146
H 6.721 -0.285 -3.095
H 4.121 -1.695 -3.915
H 4.871 -0.373 -4.766
H 3.479 2.186 -3.317
H 4.986 1.645 -4.008
H 4.562 2.023 -0.987
H 5.383 3.156 -2.061
H 6.066 1.556 -1.775
H 3.559 -2.213 -1.734
H 2.232 -2.057 -2.880
H 1.947 -1.747 -1.163
H 2.514 1.628 -1.633
*
```

Computed properties:
HOMO level = -0.4618 hartree
Kohn-Sham gap = 5.25 eV

These are the Löwdin partial charges, in e, on atoms 1 to 2: atom 1 (Sn): 1.507, atom 2 (C): 0.006